[1]
The following is a DFT calculation (ωB97M-V/def2-TZVPD) of an isolated molecule of C8H8S.

Geometry as XYZ:
```
17
Properties=species:S:1:pos:R:3
C 1.7949 1.4613 0.0001
C 0.0586 0.0465 -0.0460
C 0.4266 1.3916 -0.0190
C 1.0353 -0.8862 -0.0101
C 0.6784 -2.2786 0.0215
C -0.6395 -2.5324 0.0031
C -1.6001 -1.4207 -0.0187
C -0.5326 2.5293 0.0069
S 2.5799 -0.0849 0.0074
H 2.4088 2.3404 0.0055
H 1.4389 -3.0396 0.0536
H -1.0345 -3.5405 -0.0107
H -2.1045 -1.1712 0.9013
H -2.1645 -1.2537 -0.9243
H -0.2107 3.2848 0.7170
H -0.6165 2.9876 -0.9765
H -1.5185 2.1662 0.2888
```

calculated total energy	-707.71256	Ha
molar mass	136.22	g mol⁻¹
relative energy (zero: lowest compared OMol25 entry of this formula, charge and spin)	32.9	kcal/mol
HOMO level	-7.9	eV
frontier orbital gap	0.321	Eh
F_max	4.50	eV Å⁻¹
multiplicity	1

---

[2]
The following is a DFT calculation (ωB97M-V/def2-TZVPD) of an isolated molecule of C4H10BrP.

Geometry as XYZ:
```
16
Properties=species:S:1:pos:R:3
C 1.2529 -1.0432 0.2520
C 1.5012 0.4761 0.0765
C 0.2270 1.3253 -0.2174
Br -0.0795 1.3448 -2.1706
P -1.3355 0.8734 0.7283
C -2.1274 -0.5021 -0.2900
H 2.2262 -1.5055 0.4780
H 0.5971 -1.2489 1.1032
H 0.9158 -1.5178 -0.6767
H 2.0599 0.8260 0.9544
H 2.1597 0.5759 -0.7990
H 0.4496 2.3636 0.0504
H -0.9469 0.2645 1.9683
H -3.0018 -0.8940 0.2424
H -1.3856 -1.2808 -0.4880
H -2.5127 -0.0574 -1.2118
```

SMILES	CC[C@@H](Br)PC
calculated total energy	-3073.74320	Ha
molar mass	169.00	g mol⁻¹
relative energy (zero: lowest compared OMol25 entry of this formula, charge and spin)	7.9	kcal/mol
HOMO level	-8.5	eV
frontier orbital gap	0.338	Eh
F_max	1.84	eV Å⁻¹
multiplicity	1

---

[3]
The following is a DFT calculation (ωB97M-V/def2-TZVPD) of a 2-piece molecular cluster, C4H12S2 overall.

Geometry as XYZ:
```
18
Properties=species:S:1:pos:R:3
C 1.4037 -0.0980 0.8314
C 0.3136 -0.9735 1.4751
S -0.4609 -0.0734 2.8512
H 2.0409 -0.6397 0.1123
H 2.0285 0.2258 1.6808
H 0.9947 0.7974 0.3340
H -0.4333 -1.4100 0.7844
H 0.8408 -1.8100 1.9729
H -0.5352 0.9736 2.0023
C -1.1121 0.7364 -0.5767
C -0.0040 0.1361 -1.4914
S -0.7048 0.1514 -3.1892
H -0.8858 0.7932 0.5013
H -2.0858 0.2345 -0.7058
H -1.1896 1.7622 -0.9745
H 0.7830 0.9085 -1.5881
H 0.4589 -0.7611 -1.0373
H -1.4527 -0.9534 -2.9828
```

SMILES	CCS.CCS
calculated total energy	-955.91585	Ha
molar mass	124.27	g mol⁻¹
relative energy (zero: lowest compared OMol25 entry of this formula, charge and spin)	30.5	kcal/mol
HOMO level	-9.1	eV
frontier orbital gap	0.365	Eh
F_max	1.52	eV Å⁻¹
multiplicity	1

---

Number 1: LUMO 0.8 eV. Number 2: LUMO 0.7 eV. Number 3: LUMO 0.8 eV.